Entry 1:
56
Properties=species:S:1:pos:R:3:lowdin_charge:R:1 method="wB97M-V/def2-TZVPD" smiles="C[C@@H](Cl)Cc1ccc(CCCF)c2c1C(=O)NC2=O.c1ccncc1.c1ccncc1" e_tot_ha=-1804.3025 homo_energy_ha=-0.3547 homo_lumo_gap_ha=0.3194
C -1.864 5.928 -2.975 -0.145
C -1.939 4.393 -2.635 -0.680
Cl -3.612 3.813 -3.135 0.542
C -0.797 3.631 -3.442 -0.157
C -0.198 2.468 -2.602 -0.131
C -0.142 1.132 -3.168 0.006
C 0.375 0.004 -2.397 0.001
C 0.858 0.192 -1.033 -0.138
C 1.373 -1.019 -0.178 -0.124
C 0.114 -1.999 -0.034 -0.159
C 0.210 -2.951 1.210 -0.168
F -0.927 -2.790 2.041 -0.094
C 0.837 1.524 -0.479 -0.002
C 0.315 2.645 -1.264 -0.009
C 0.431 3.939 -0.410 -0.362
O 0.323 5.089 -0.705 0.142
N 0.771 3.420 0.896 0.133
C 1.266 2.064 0.912 -0.338
O 1.833 1.538 1.822 0.110
H -2.494 6.548 -2.290 0.082
H -2.249 6.056 -4.023 0.076
H -0.790 6.254 -2.967 0.076
H -1.880 4.212 -1.539 0.081
H -0.043 4.324 -3.880 0.125
H -1.337 3.145 -4.301 0.097
H -0.488 0.926 -4.203 0.115
H 0.381 -0.994 -2.884 0.113
H 1.661 -0.670 0.849 0.097
H 2.213 -1.553 -0.688 0.126
H -0.762 -1.310 0.126 0.126
H -0.044 -2.546 -0.995 0.106
H 0.181 -4.003 0.814 0.122
H 1.167 -2.785 1.757 0.106
H -0.027 3.536 1.526 0.160
C 4.449 0.035 2.579 -0.072
C 4.435 -1.351 2.576 -0.073
C 5.635 -2.021 2.754 -0.159
N 6.810 -1.408 2.926 0.049
C 6.801 -0.072 2.923 -0.158
C 5.656 0.692 2.757 -0.068
H 3.530 0.596 2.443 0.068
H 3.512 -1.901 2.439 0.083
H 5.673 -3.105 2.762 0.100
H 7.769 0.398 3.063 0.101
H 5.708 1.773 2.766 0.102
C -5.238 -4.261 -0.193 -0.088
C -6.187 -4.650 0.739 -0.080
C -5.805 -4.729 2.069 -0.158
N -4.571 -4.456 2.507 0.057
C -3.672 -4.085 1.589 -0.146
C -3.953 -3.971 0.236 -0.074
H -5.498 -4.185 -1.242 0.103
H -7.200 -4.886 0.442 0.099
H -6.513 -5.026 2.836 0.101
H -2.680 -3.872 1.972 0.081
H -3.186 -3.663 -0.462 0.095

***

Entry 2:
6
Properties=species:S:1:pos:R:3:lowdin_charge:R:1 method="wB97M-V/def2-TZVPD" smiles="F[C@@H]1C=N1" e_tot_ha=-231.9414 homo_energy_ha=-0.3954 de_lowest_kcal_mol=35.7 homo_lumo_gap_ha=0.4113
F 2.082 0.185 0.199 -0.003
C 0.869 -0.142 -0.342 -0.407
C -0.223 -0.458 0.549 0.021
N 0.361 -1.489 -0.119 0.171
H 0.755 0.355 -1.301 0.127
H -0.945 -0.207 1.282 0.092

***

Entry 3:
9
Properties=species:S:1:pos:R:3:lowdin_charge:R:1 method="wB97M-V/def2-TZVPD" smiles="N#C/C(=N/Cl)C(Cl)(Cl)Cl" e_tot_ha=-2064.4752 homo_energy_ha=-0.3906 de_lowest_kcal_mol=0.0 homo_lumo_gap_ha=0.3251
N -2.328 0.285 0.655 0.220
C -1.277 -0.023 0.306 -0.286
C 0.050 -0.312 0.096 -0.467
N 0.449 -1.691 0.026 -0.344
Cl 2.068 -2.013 -0.254 0.599
C 0.952 0.914 -0.002 -1.607
Cl -0.007 2.249 -0.504 0.682
Cl 1.450 1.160 1.586 0.712
Cl 2.442 0.869 -1.124 0.492

***

Entry 4:
75
Properties=species:S:1:pos:R:3:lowdin_charge:R:1 method="wB97M-V/def2-TZVPD" e_tot_ha=-2592.9040 homo_energy_ha=-0.6848 de_lowest_kcal_mol=0.0 homo_lumo_gap_ha=0.1363 charge=+4
Zr -0.226 0.114 -0.423 1.342
P 1.587 0.164 1.745 0.733
P -0.295 2.601 -1.228 0.742
P 1.983 -0.413 -1.728 0.703
H 0.386 -4.578 1.819 0.135
C 1.076 -3.887 2.337 -0.044
C 0.633 -3.573 3.717 0.349
H -0.427 -3.483 3.951 0.111
C 0.994 -0.206 3.430 -0.217
C 2.204 1.872 1.986 -0.226
C 3.160 -0.763 1.843 -0.244
C -2.019 2.767 -1.851 -0.222
C -0.129 4.122 -0.220 -0.226
C 0.661 3.088 -2.718 -0.215
C 2.806 -2.016 -1.404 -0.227
C 3.401 0.747 -1.650 -0.218
C 1.718 -0.529 -3.533 -0.219
H 2.086 -4.326 2.337 0.122
H 1.337 -3.652 4.542 0.137
H 0.729 -1.269 3.534 0.011
H 0.129 0.411 3.693 0.040
H 1.813 0.016 4.130 0.088
H 1.395 2.531 2.324 0.045
H 2.616 2.270 1.051 0.047
H 2.995 1.857 2.750 0.084
H 2.968 -1.843 1.868 0.030
H 3.664 -0.477 2.776 0.081
H 3.825 -0.536 1.004 0.034
H -2.155 3.770 -2.284 0.087
H -2.727 2.638 -1.019 0.067
H -2.232 2.003 -2.614 0.032
H -0.251 5.013 -0.858 0.092
H 0.866 4.149 0.246 0.053
H -0.891 4.153 0.567 0.045
H 0.108 3.868 -3.265 0.088
H 0.817 2.230 -3.383 0.028
H 1.642 3.483 -2.419 0.063
H 3.024 -2.506 -2.363 0.079
H 2.152 -2.674 -0.817 0.031
H 3.743 -1.873 -0.850 0.058
H 4.120 0.461 -2.431 0.087
H 3.896 0.710 -0.672 0.037
H 3.068 1.776 -1.834 0.038
H 2.700 -0.604 -4.022 0.086
H 1.189 0.350 -3.918 0.042
H 1.120 -1.419 -3.770 0.050
C -1.869 -1.164 -2.897 -0.371
C -2.888 -0.640 -3.708 0.004
C -3.219 -1.326 -4.877 -0.020
C -2.589 -2.534 -5.205 -0.019
C -1.634 -3.081 -4.345 -0.043
C -1.293 -2.421 -3.169 -0.054
O -1.350 -0.405 -1.896 -0.377
H 1.129 -2.950 1.707 0.094
H -3.354 0.312 -3.434 0.117
H -3.987 -0.913 -5.536 0.135
H -2.824 -3.037 -6.145 0.135
H -1.149 -4.023 -4.608 0.130
H -0.531 -2.820 -2.489 0.107
N -2.200 -2.151 0.530 0.095
C -2.364 -1.155 1.494 -0.677
N -1.789 0.042 1.326 -0.081
C -2.031 0.882 2.452 -0.328
C -1.488 2.157 2.652 -0.050
C -1.631 2.743 3.916 -0.026
C -2.330 2.083 4.935 -0.010
C -2.877 0.808 4.720 -0.030
C -2.706 0.209 3.476 -0.428
S -3.097 -1.471 3.026 1.181
H -2.628 -3.032 0.803 0.114
H -2.483 -1.875 -0.412 0.091
H -0.970 2.648 1.826 0.062
H -1.205 3.733 4.096 0.134
H -2.459 2.570 5.901 0.138
H -3.437 0.274 5.484 0.134

***

Entry 5:
16
Properties=species:S:1:pos:R:3:lowdin_charge:R:1 method="wB97M-V/def2-TZVPD" smiles="C[C@@H]1NNC(=S)[C@H]1O" e_tot_ha=-740.0466 homo_energy_ha=-0.3048 de_lowest_kcal_mol=72.4 homo_lumo_gap_ha=0.3165
C -1.859 -0.750 1.194 -0.091
C -1.601 0.029 0.094 -0.401
N -1.273 -0.873 -1.019 0.032
N 0.158 -0.865 -0.913 -0.032
C 0.737 0.021 -0.135 -0.759
S 2.364 -0.328 0.356 0.518
C -0.306 0.886 0.417 -0.335
O -0.345 2.040 -0.407 -0.055
H -1.869 0.060 2.007 0.127
H -2.912 -1.026 1.043 0.097
H -1.467 -1.702 1.527 0.107
H -2.429 0.625 -0.281 0.159
H -1.448 -0.283 -1.914 0.157
H 0.609 -1.448 -1.671 0.180
H -0.163 1.276 1.387 0.133
H 0.601 2.477 -0.435 0.163

***

Entry 6:
82
Properties=species:S:1:pos:R:3:lowdin_charge:R:1 method="wB97M-V/def2-TZVPD" e_tot_ha=-3667.4087 homo_energy_ha=-0.1646 de_lowest_kcal_mol=58.7 homo_lumo_gap_ha=0.1483 charge=-1
Sn -3.678 0.482 0.795 1.392
N -0.628 3.062 3.276 0.047
C -1.543 2.084 2.990 -0.908
S -3.067 2.621 2.412 0.542
N -1.142 0.871 3.298 -0.025
N -1.990 -0.137 3.025 0.023
C -1.699 -1.268 3.573 -0.196
C -0.526 -1.408 4.487 -0.193
C -0.737 -1.722 5.827 -0.040
C 0.324 -1.769 6.721 -0.093
C 1.613 -1.504 6.281 -0.113
C 1.833 -1.197 4.945 -0.095
C 0.771 -1.141 4.056 -0.036
C -2.597 -2.423 3.366 -0.215
C -2.163 -3.734 3.831 -0.005
C -3.009 -4.775 3.843 -0.021
C -4.248 -4.695 3.098 -0.224
C -4.617 -3.286 2.620 -0.249
N -3.804 -2.209 2.958 0.173
H -0.841 3.966 2.894 0.059
H 0.333 2.773 3.345 0.080
H -1.748 -1.913 6.168 0.123
H 0.142 -2.001 7.763 0.095
H 2.440 -1.533 6.981 0.090
H 2.840 -0.991 4.602 0.091
H 0.933 -0.895 3.015 0.107
H -1.204 -3.804 4.324 0.103
H -2.791 -5.674 4.407 0.104
H -5.037 -5.411 3.297 0.133
H -5.659 -3.029 2.503 0.151
O -4.143 -4.284 1.747 0.031
Cl -2.173 -2.313 -1.096 0.797
O -1.236 -2.276 -2.250 -0.533
O -3.205 -1.273 -1.338 -0.605
O -1.408 -1.897 0.104 -0.545
F 2.852 -1.153 -0.377 0.045
C 2.189 -0.250 -1.150 -0.180
C 0.973 0.208 -0.725 0.099
C 0.272 1.135 -1.483 -0.028
C -1.035 1.611 -0.990 -0.298
O -1.340 1.430 0.178 -0.078
C -1.811 2.346 -1.963 -0.005
C -1.226 2.737 -3.110 0.041
N 0.070 2.446 -3.478 -0.003
C 0.625 3.016 -4.669 -0.278
C 0.337 4.447 -4.983 -0.086
C 1.709 4.050 -4.527 -0.106
C 0.802 1.570 -2.703 -0.120
C 2.063 1.115 -3.102 0.046
C 2.765 0.193 -2.338 -0.135
N 4.070 -0.195 -2.785 -0.124
C 4.943 -1.046 -1.985 -0.122
C 6.377 -0.849 -2.556 -0.073
N 6.318 0.416 -3.351 0.031
C 5.585 0.167 -4.628 -0.077
C 4.262 -0.514 -4.193 -0.116
C -3.266 2.801 -1.738 -0.623
O -3.606 3.807 -2.368 0.004
O -3.947 2.115 -0.934 -0.175
H 0.530 -0.149 0.198 0.132
H -1.794 3.349 -3.797 0.139
H 0.700 2.325 -5.504 0.150
H -0.284 4.993 -4.287 0.113
H 0.187 4.723 -6.017 0.105
H 1.988 4.323 -3.517 0.110
H 2.527 4.061 -5.236 0.092
H 2.478 1.486 -4.029 0.098
H 4.666 -2.103 -2.035 0.139
H 4.904 -0.736 -0.947 0.129
H 6.676 -1.662 -3.214 0.129
H 7.116 -0.756 -1.764 0.131
H 7.212 0.882 -3.471 0.182
H 5.621 0.978 -2.824 0.180
H 6.180 -0.461 -5.287 0.130
H 5.408 1.126 -5.111 0.132
H 4.336 -1.599 -4.334 0.135
H 3.429 -0.163 -4.790 0.123
F -6.223 0.071 1.716 -0.058
B -7.663 0.107 1.607 -1.237
F -8.107 1.409 1.838 0.098
F -8.188 -0.775 2.573 0.074
F -8.017 -0.330 0.323 0.089

***

Entry 7:
19
Properties=species:S:1:pos:R:3:lowdin_charge:R:1 method="wB97M-V/def2-TZVPD" e_tot_ha=-5851.3447 homo_energy_ha=-0.4375 de_lowest_kcal_mol=0.0 homo_lumo_gap_ha=0.2786 charge=+1
C -0.388 0.184 1.198 -0.397
C -1.304 0.911 0.495 -0.997
C -0.597 1.712 -2.137 -1.063
C -0.206 0.347 2.764 -0.010
C 0.407 -1.433 -0.521 -0.070
N -0.704 1.785 -3.412 0.076
N 0.500 -0.744 0.720 -0.017
S -1.717 0.770 -1.207 0.936
Br -2.412 2.153 1.477 0.731
Br 0.786 2.551 -1.261 0.939
H 0.135 1.377 2.987 0.096
H 0.473 -0.359 3.042 0.037
H -1.270 0.154 3.098 0.097
H 0.851 -2.350 -0.288 0.083
H -0.621 -1.536 -0.794 0.058
H 1.043 -0.828 -1.234 0.107
H -1.497 1.256 -3.920 0.192
H -0.050 2.412 -3.871 0.127
H 1.113 -0.987 1.372 0.076

***

Entry 8:
18
Properties=species:S:1:pos:R:3:lowdin_charge:R:1 method="wB97M-V/def2-TZVPD" smiles=C#C[C@H](C)OCCO e_tot_ha=-385.0056 homo_energy_ha=-0.3692 de_lowest_kcal_mol=60.8 homo_lumo_gap_ha=0.4046
C -0.345 1.821 2.217 0.142
C -0.023 0.855 1.592 -0.088
C 0.384 -0.292 0.786 -0.409
C 1.585 -0.988 1.426 -0.026
O 0.781 0.095 -0.527 -0.118
C -0.200 0.735 -1.303 -0.199
C -1.382 -0.179 -1.669 -0.250
O -0.975 -1.489 -1.965 -0.058
H -0.616 2.660 2.791 0.023
H -0.463 -1.000 0.727 0.150
H 1.860 -1.865 0.849 0.082
H 1.352 -1.285 2.446 0.086
H 2.427 -0.302 1.442 0.087
H -0.581 1.634 -0.797 0.118
H 0.330 1.036 -2.211 0.128
H -1.911 0.267 -2.526 0.119
H -2.092 -0.260 -0.842 0.116
H -0.131 -1.442 -2.436 0.096